Molecular formula: C4H6CaO7
Method: DFT, ωB97M-V/def2-TZVPD

Last column: Löwdin charge in e.
Positions of all 18 atoms, in Å:
O1 5.2557 8.6482 2.8608  -0.15
C1 5.9862 8.3139 3.8433  -0.78
O2 5.9584 9.0094 4.9050  -0.16
O3 6.6870 7.2161 3.7478  0.09
O4 8.8353 5.3638 3.5580  -0.06
C2 9.0482 4.0975 2.9620  -0.77
O5 9.2426 3.1342 3.7494  -0.07
O6 10.1013 4.3898 2.0777  0.01
C3 7.9299 5.3788 4.6340  -0.20
C4 7.4643 6.7881 4.8816  -0.12
Ca1 4.5247 10.4211 3.9555  1.73
H1 10.5090 3.5457 1.8594  0.09
H2 8.4370 4.9959 5.5331  0.13
H3 7.0466 4.7410 4.4695  0.14
H4 8.3135 7.4732 4.9981  0.14
H5 6.8353 6.8178 5.7790  0.13
O7 7.6579 3.8285 1.9722  -0.15
H6 7.4904 4.6759 1.5493  0.00

Results
- HOMO energy (eV) = -6.257
- energy relative to the best compared isomer or geometry (same formula, charge and spin) (kcal/mol) = 8.5
- gap between HOMO and LUMO (hartree) = 0.087
- total charge = 0
- E_LUMO (eV) = -3.89